This record from OMol25 describes a 3-piece molecular cluster, C4H16N2O2 overall in a non-equilibrium geometry. The level of theory is ωB97M-V/def2-TZVPD.

Bonds (Å) are listed after each position.
Positions of all 24 atoms, in Å:
1 N 1.9669 0.0775 1.0638  C2 1.455, H7 1.015, H8 1.012
2 C 1.0577 -1.0064 0.7242  N1 1.455, C3 1.520, C4 1.534, H9 1.091
3 C 1.7178 -1.8694 -0.3386  C2 1.520, H10 1.091, H11 1.088, H12 1.099
4 C -0.2802 -0.4392 0.2322  C2 1.534, N5 1.467, H13 1.099, H14 1.087
5 N -0.8998 0.3480 1.3036  C4 1.467, C6 1.446, H15 1.013
6 C -2.3325 0.4389 1.1296  N5 1.446, H16 1.094, H17 1.092, H18 1.091
7 H 1.4601 0.8600 1.4662  N1 1.015
8 H 2.4842 0.4447 0.2758  N1 1.012
9 H 0.8639 -1.6744 1.5641  C2 1.091
10 H 2.5965 -2.3249 0.1207  C3 1.091
11 H 1.9141 -1.4745 -1.3335  C3 1.088
12 H 1.0580 -2.7171 -0.5684  C3 1.099
13 H -0.9068 -1.2945 -0.0583  C4 1.099
14 H -0.1077 0.1077 -0.6908  C4 1.087
15 H -0.6399 -0.0967 2.1754  N5 1.013
16 H -2.8358 -0.5250 1.0127  C6 1.094
17 H -2.7880 0.9831 1.9598  C6 1.092
18 H -2.5769 1.0506 0.2597  C6 1.091
19 H 0.7925 0.2878 -3.2578  O21 0.964
20 H -0.6548 0.8109 -3.2174  O21 0.963
21 O -0.0655 0.1490 -2.8398  H19 0.964, H20 0.963
22 H -1.2367 3.0674 -0.1429  O24 0.961
23 H -0.1537 1.9761 -0.2305  O24 0.967
24 O -0.4334 2.8204 -0.6100  H22 0.961, H23 0.967

The SMILES is CNC[C@@H](C)N.O.O. For the energy above the lowest of the compared OMol25 structures with the same formula, charge and spin, the calculation gives 60.0 kJ/mol. As for the orbital gap: 9.8 eV. Its total energy is -11482.34908 eV.

Löwdin atomic charge list, values in e, 4 entries: atom 1 (N): 0.0384, atom 2 (C): -0.4542, atom 3 (C): -0.0760, atom 4 (C): -0.2377